Arrangement w

Here is the molecule C24H25N3O4S2 from the OMol25 dataset. Energies are from ωB97M-V/def2-TZVPD.

Multiplicity: 1
SMILES: CCN(CC(=O)NCc1cccs1)C(=O)c1cccc(S(=O)(=O)N2CCc3ccccc32)c1
HOMO-LUMO gap: 9.1 eV

Geometry (Å):
1 C 3.0963 0.7538 -2.5779
2 C 1.8227 1.3029 -3.2137
3 N 0.9456 0.2561 -3.6986
4 C 1.3872 -0.4825 -4.8722
5 C 2.0813 -1.7931 -4.4638
6 O 3.2846 -1.9375 -4.5144
7 N 1.2124 -2.7321 -4.0554
8 C 1.6350 -3.9149 -3.3290
9 C 1.1764 -3.8209 -1.9115
10 C 0.2304 -4.5551 -1.2681
11 C -0.0230 -4.1013 0.0478
12 C 0.7234 -3.0216 0.3858
13 S 1.7689 -2.5450 -0.8932
14 C -0.2353 -0.0769 -3.1493
15 O -0.9434 -0.9659 -3.6096
16 C -0.6949 0.6786 -1.9397
17 C -1.8723 1.4178 -2.0007
18 C -2.3688 2.0412 -0.8686
19 C -1.7065 1.9192 0.3442
20 C -0.5513 1.1660 0.4015
21 S 0.3845 0.9356 1.9147
22 O 0.3030 -0.4482 2.2819
23 O 1.6831 1.5101 1.7215
24 N -0.4242 1.8850 3.0209
25 C 0.2441 3.0072 3.6779
26 C -0.3840 3.1186 5.0810
27 C -1.4689 2.0779 5.0577
28 C -2.4125 1.7564 6.0072
29 C -3.3074 0.7267 5.7382
30 C -3.2480 0.0366 4.5398
31 C -2.3040 0.3550 3.5718
32 C -1.4201 1.3790 3.8505
33 C -0.0398 0.5470 -0.7209
34 H 3.7349 1.5794 -2.2771
35 H 2.8657 0.1602 -1.6976
36 H 3.6405 0.1268 -3.2790
37 H 1.2750 1.9118 -2.4922
38 H 2.0866 1.9395 -4.0664
39 H 0.5124 -0.7111 -5.4877
40 H 2.0903 0.1323 -5.4344
41 H 0.2337 -2.4704 -3.9759
42 H 2.7265 -3.9520 -3.3977
43 H 1.2100 -4.8085 -3.7966
44 H -0.2713 -5.3946 -1.7158
45 H -0.7379 -4.5589 0.7078
46 H 0.7168 -2.4500 1.2935
47 H -2.3957 1.4983 -2.9415
48 H -3.2787 2.6187 -0.9282
49 H -2.0867 2.3936 1.2349
50 H 0.0719 3.9106 3.0836
51 H 1.3177 2.8157 3.7014
52 H 0.3408 2.9038 5.8686
53 H -0.7874 4.1160 5.2590
54 H -2.4538 2.2913 6.9443
55 H -4.0524 0.4627 6.4731
56 H -3.9477 -0.7630 4.3490
57 H -2.2459 -0.1895 2.6434
58 H 0.8598 -0.0386 -0.6240

=====

Arrangement x

Here is a structure of composition C24H25N3O4S2 from the OMol25 dataset. Energies are from ωB97M-V/def2-TZVPD.

Multiplicity: 1
HOMO-LUMO gap: 6.8 eV

Geometry (Å):
1 C -3.1113 5.3321 2.3899
2 C -1.8763 5.0242 2.3223
3 C -1.1435 4.8438 1.0841
4 N -0.3709 3.4451 1.0193
5 C -1.0320 2.3795 0.5771
6 N -0.7248 1.0296 0.7543
7 C -1.6463 0.1458 0.4255
8 C -3.0267 0.8498 -0.1094
9 S -2.9099 2.5122 0.1839
10 H -3.8738 0.4771 -0.3291
11 C -1.6442 -1.2525 0.1554
12 C -2.2584 -2.0942 -0.8656
13 C -1.5753 -3.2300 -1.1206
14 C -0.7002 -3.7551 -0.2717
15 C 0.0703 -2.9628 0.4444
16 C -0.2840 -1.7523 0.8983
17 H 0.3593 -0.9817 1.5007
18 H 1.0147 -3.4098 1.1315
19 S -0.1593 -5.3272 -0.6738
20 O 1.3671 -5.5071 -0.3288
21 O -0.5618 -5.9046 -1.9985
22 C -0.8663 -6.5505 0.8294
23 H -0.5732 -6.0413 1.7006
24 H -1.8981 -6.4028 0.7431
25 H -0.7051 -7.4290 0.3425
26 H -2.2672 -3.8549 -1.6847
27 H -2.8356 -1.5726 -1.3236
28 C 0.8065 3.3677 1.3507
29 O 1.5764 4.2670 1.8318
30 C 1.7446 2.0646 1.3034
31 H 2.4922 2.1482 1.7904
32 H 1.0886 1.2234 1.5085
33 C 2.0645 1.7026 -0.1938
34 N 1.1753 1.9589 -1.2153
35 C 0.9380 3.1557 -1.7439
36 O 1.4094 4.1292 -1.4572
37 C -0.3617 3.2850 -2.8313
38 H -0.4470 4.2275 -2.7364
39 H -0.1782 2.5834 -3.5143
40 H -1.3250 2.7457 -2.0738
41 H 0.4464 1.3141 -1.1316
42 C 2.4857 0.0478 -0.1109
43 C 3.1537 -0.5521 0.7318
44 C 3.5532 -1.8370 0.6168
45 C 3.0647 -2.6049 -0.6200
46 C 2.6118 -1.6645 -1.6153
47 C 2.3756 -0.3902 -1.4780
48 H 1.9969 0.1744 -2.3399
49 H 2.2491 -2.3285 -2.6184
50 H 3.2845 -3.7025 -0.5743
51 H 3.8045 -2.2838 1.4185
52 H 3.2741 0.0835 1.5993
53 H 2.8449 2.5231 -0.5662
54 H -1.5419 4.8927 0.2637
55 H -0.1466 5.5378 1.1964
56 H -1.4281 4.6411 3.4577
57 H -3.6268 5.4188 3.1297
58 H -3.6204 5.4454 1.4255

=====

The most stable of them is arrangement w.